1.
DFT (the ωB97M-V functional and the def2-TZVPD basis) results for 2 unconnected molecules or ions with the total composition C3H7NO2.

CARTESIAN COORDINATES (ANGSTROEM)
C -1.981 0.122 -0.055
C -1.311 -0.674 -0.976
O 0.932 1.065 -1.134
C 1.290 0.247 -0.283
O 0.517 -0.688 0.237
N 2.581 0.230 0.186
H -2.030 1.192 -0.240
H -0.823 -0.090 0.422
H -2.715 -0.319 0.614
H -1.372 -1.757 -0.937
H -0.717 -0.213 -1.760
H 2.775 -0.302 1.018
H 3.146 1.041 -0.007

The charge is 0. For the highest occupied orbital energy, the calculation gives -9.54 eV. For the lowest unoccupied orbital energy, the calculation gives -0.0005 Ha. The energy relative to the best compared isomer or geometry (same formula, charge and spin) comes out at 71.68 kcal per mole.

=====

2.
DFT (the ωB97M-V functional and the def2-TZVPD basis) results for a molecular structure, C7H10O2 in a non-equilibrium geometry.

CARTESIAN COORDINATES (ANGSTROEM)
C 2.273 -0.185 -1.015
C -0.604 1.572 0.168
C 0.895 -0.332 -0.864
C -0.954 0.150 0.628
C 1.450 0.585 0.606
C 0.434 -0.608 0.504
C -2.085 -0.664 -0.118
O 0.813 1.755 0.468
O 0.446 -1.662 1.310
H 3.072 -0.813 -0.438
H 2.513 0.451 -1.946
H -0.487 1.664 -0.917
H -1.206 2.294 0.739
H 0.281 0.054 -1.583
H -1.152 0.151 1.759
H -2.874 0.026 -0.459
H -2.428 -1.361 0.655
H -1.750 -1.141 -0.973
H 1.362 -1.937 1.476

The charge is 0. For the highest occupied orbital energy (alpha / beta), the calculation gives -4.51 / -9.21 eV. The spin multiplicity is 3. For the lowest unoccupied orbital energy (alpha / beta), the calculation gives 0.0318 / -0.0620 Ha. The energy relative to the best compared isomer or geometry (same formula, charge and spin) comes out at 94.37 kcal per mole.

=====

Question: The highest energy relative to the best compared isomer or geometry (same formula, charge and spin) belongs to which entry?
Answer: C7H10O2

=====

Question: charge of number 2 (C7H10O2)?
Answer: 0